ORCA calculation (wB97M-V/def2-TZVPD) on the ion C9H15N2 with charge +1.

```
26
Properties=species:S:1:pos:R:3:nbo_charge:R:1
C 2.6678 -1.7366 -0.3836 -0.602
C 2.8136 -0.2469 -0.0735 -0.394
C 1.5238 0.3568 0.5237 -0.410
C 0.8318 1.2264 -0.5075 -0.376
C -0.4965 1.8235 -0.0207 -0.456
C -1.5328 0.7794 0.1309 0.112
C -1.9674 0.0090 -0.9161 -0.202
C -2.9183 -0.9549 -0.6301 0.098
N -3.3751 -1.1058 0.6002 -0.242
N -3.0136 -0.3825 1.6534 -0.112
C -2.1116 0.5332 1.3901 0.028
H 1.6951 -1.9386 -0.8253 0.184
H 2.7723 -2.3193 0.5243 0.211
H 3.4513 -2.0723 -1.0502 0.224
H 3.6270 -0.1362 0.6338 0.216
H 3.1006 0.2752 -0.9799 0.201
H 1.7990 0.9254 1.4058 0.215
H 0.8995 -0.4793 0.8355 0.187
H 1.4848 2.0601 -0.7437 0.233
H 0.6897 0.6462 -1.4159 0.199
H -0.3543 2.3507 0.9152 0.233
H -0.8258 2.5380 -0.7701 0.255
H -1.5917 0.1385 -1.9141 0.262
H -3.3106 -1.6001 -1.3964 0.255
H -4.0590 -1.8281 0.7887 0.443
H -1.7997 1.1381 2.2252 0.240
```

The value obtained for the strongest force on any atom is 0.018 hartree/bohr. Its net charge is +1. The value obtained for the energy above the lowest of the compared OMol25 structures with the same formula, charge and spin is 52.6 kJ/mol. The SMILES is CCCCCc1cc[nH+]nc1. The calculation puts the electronic energy at -12549.342 eV. The calculation puts the orbital gap at 9.3 eV.